Record 1
A single C5H8N2O molecule. Source: the Open Molecules 2025 dataset; level of theory: ωB97M-V/def2-TZVPD.

```
16
Properties=species:S:1:pos:R:3:forces:R:3:nbo_charge:R:1
N 1.27889 1.07549 0.29286 -0.34 0.07 -0.01 -0.305
C 0.57736 0.11317 -0.48630 3.25 0.08 -0.09 0.071
C 0.31883 -1.15627 0.13246 -2.09 1.90 -1.93 0.357
C -1.22673 -0.25463 -0.14662 -0.15 -1.84 1.00 -0.214
C 0.65596 0.25725 -1.87544 -0.34 -0.19 0.70 -0.627
C -1.78972 0.44861 0.82852 0.09 0.13 0.04 -0.399
O 1.53530 0.77554 1.64876 -0.26 -0.09 -0.35 -0.547
N 0.24110 -2.38246 0.18297 -0.22 -0.38 0.92 -0.582
H 0.68921 0.72262 2.12483 0.13 0.05 -0.16 0.450
H 0.92503 2.01826 0.18278 -0.02 -0.08 0.13 0.363
H 1.11945 -2.86788 0.37598 0.11 0.17 -0.18 0.377
H -1.78883 -0.74146 -0.93060 0.02 -0.01 -0.13 0.230
H 0.09546 -0.38824 -2.52925 0.01 -0.14 0.03 0.207
H 1.45214 0.85661 -2.28787 -0.16 0.26 0.12 0.227
H -2.86480 0.51816 0.92247 -0.05 0.34 -0.26 0.220
H -1.21867 1.00524 1.56444 0.02 -0.27 0.17 0.173
```
Positions in Å, forces in eV/Å.

Its lowest unoccupied orbital energy (alpha / beta) is 0.012 / 0.012 hartree. Its spin multiplicity is 1. The HOMO energy (alpha / beta) is -6.941 / -6.942 eV. The total charge is 0. The calculation puts the HOMO-LUMO gap (alpha / beta) at 7.267 / 7.269 eV. For the energy relative to the best compared isomer or geometry (same formula, charge and spin), the calculation gives 757.56 kJ/mol.



Record 2
A molecular structure, C28H27Cl3IrN3OSe. Source: the Open Molecules 2025 dataset; level of theory: ωB97M-V/def2-TZVPD.

```
64
Properties=species:S:1:pos:R:3:forces:R:3:nbo_charge:R:1
Ir 0.48741 -0.92238 -0.23645 -0.25 0.17 0.01 1.103
C -1.03159 -0.13830 -2.76027 -0.02 0.14 0.05 -0.416
N -1.11663 -1.10129 -1.63492 0.22 -0.49 -0.01 -0.450
C -1.12689 -2.49199 -2.18502 -0.05 0.09 -0.10 -0.412
C -2.35124 -0.91000 -0.85763 0.01 0.03 0.07 0.191
C -3.60023 -1.04985 -1.43054 0.01 -0.05 0.06 -0.231
C -4.72773 -1.02531 -0.62241 -0.02 0.02 -0.01 -0.201
C -4.58430 -0.91553 0.75216 0.01 -0.02 0.00 -0.178
C -3.33291 -0.74238 1.32383 -0.01 0.05 -0.04 -0.221
C -2.20863 -0.66160 0.50750 0.06 -0.07 0.05 0.092
N -0.88441 -0.40064 0.93256 -0.21 0.33 0.03 -0.534
C -0.49716 0.08350 2.19779 0.02 -0.17 0.06 0.091
C -1.32395 0.72119 3.12229 0.04 0.06 -0.04 -0.229
C -0.80280 1.14830 4.33268 -0.01 0.01 0.04 -0.176
C 0.53458 0.95631 4.64324 -0.02 0.01 0.01 -0.205
C 1.37470 0.38013 3.70424 -0.03 0.00 -0.04 -0.227
C 0.86369 -0.02725 2.48579 0.01 -0.03 0.04 0.182
N 1.74798 -0.50618 1.40969 0.11 -0.15 -0.13 -0.437
C 2.54306 -1.68179 1.85411 0.00 0.01 0.05 -0.411
C 2.67281 0.60409 1.04059 0.02 0.04 0.07 -0.422
H -1.82472 -0.33114 -3.48380 -0.03 0.02 0.03 0.206
H -0.07163 -0.25053 -3.25610 0.02 -0.02 -0.02 0.217
H -1.13113 0.87453 -2.37312 0.01 0.00 0.00 0.230
H -1.98018 -2.62053 -2.85174 0.05 0.00 -0.02 0.204
H -1.18693 -3.20201 -1.36584 0.00 0.01 0.01 0.240
H -0.20504 -2.65365 -2.74201 0.00 0.00 -0.01 0.212
H -3.70244 -1.20322 -2.49679 -0.02 -0.01 0.00 0.224
H -5.70951 -1.12573 -1.06325 0.00 -0.02 0.00 0.232
H -5.45486 -0.97040 1.39140 0.00 0.01 0.00 0.231
H -3.23063 -0.69297 2.39609 -0.09 -0.04 -0.06 0.232
H -2.35558 0.92446 2.88588 0.05 0.04 0.03 0.235
H -1.45583 1.64057 5.04060 0.00 0.00 0.00 0.231
H 0.92900 1.28061 5.59573 0.00 0.00 0.00 0.232
H 2.43000 0.27415 3.91813 -0.01 0.00 0.02 0.224
H 3.16804 -1.41324 2.70575 0.00 0.01 -0.01 0.204
H 3.18082 -2.00323 1.03257 0.01 0.00 0.00 0.214
H 1.86911 -2.48895 2.12535 0.01 0.00 0.00 0.239
H 3.31505 0.84750 1.88812 -0.01 0.01 -0.01 0.205
H 2.08260 1.47783 0.76732 0.00 -0.01 -0.02 0.239
H 3.29218 0.29263 0.20426 0.01 -0.03 -0.01 0.215
Cl 5.03596 -5.49704 -3.35245 0.01 -0.01 -0.01 0.043
C 3.82145 -4.70977 -2.40950 -0.02 0.01 0.02 -0.052
C 3.59151 -3.35830 -2.58090 0.01 -0.03 0.00 -0.231
C 2.60746 -2.78253 -1.80035 -0.03 0.00 0.04 -0.138
Cl 2.24711 -1.06522 -1.93916 0.02 0.07 -0.05 0.111
C 1.83460 -3.45434 -0.86381 0.07 -0.03 -0.07 0.324
O 0.89462 -2.87621 -0.13506 -0.01 -0.02 0.00 -0.692
C 2.11294 -4.82554 -0.72475 -0.04 0.04 0.02 -0.091
Cl 1.20116 -5.72825 0.42695 0.00 -0.01 0.00 0.049
C 3.08600 -5.44263 -1.48359 0.02 0.00 -0.02 -0.219
H 4.15934 -2.77897 -3.29478 0.00 0.00 0.00 0.251
H 3.27445 -6.49885 -1.35374 0.00 0.00 0.00 0.255
Se -0.75509 2.66882 0.04803 0.06 0.00 0.02 0.119
C -0.72160 4.47017 -0.43774 0.00 0.01 -0.02 -0.288
C 0.49130 5.17250 -0.48555 -0.01 0.02 -0.01 -0.192
C 0.50499 6.50688 -0.84550 0.01 -0.01 0.00 -0.222
C -0.68510 7.15320 -1.16250 0.00 0.00 0.00 -0.104
C -1.89342 6.46662 -1.11695 0.00 -0.01 0.00 -0.233
C -1.91654 5.13251 -0.75504 0.00 0.01 0.01 -0.185
H 1.41083 4.66086 -0.23482 0.00 0.00 -0.01 0.221
H 1.44119 7.04761 -0.88055 0.00 0.00 0.00 0.225
H -0.67049 8.19778 -1.44401 0.00 0.00 0.00 0.216
H -2.81577 6.97570 -1.36210 0.00 0.00 0.00 0.227
H -2.85093 4.58930 -0.70993 0.00 0.00 -0.01 0.227
```
Positions in Å, forces in eV/Å.

Its lowest unoccupied orbital energy (alpha / beta) is -0.134 / -0.167 hartree. Its spin multiplicity is 2. The HOMO energy (alpha / beta) is -10.655 / -10.730 eV. The total charge is +1. The calculation puts the HOMO-LUMO gap (alpha / beta) at 6.996 / 6.179 eV. For the energy relative to the best compared isomer or geometry (same formula, charge and spin), the calculation gives 36.71 kJ/mol.